1.
The following is a DFT calculation (ωB97M-V/def2-TZVPD) of an isolated molecule of C2H4O2 at a distorted geometry.

XYZ file:
```
8
Properties=species:S:1:pos:R:3:forces:R:3:mulliken_charge:R:1
C 0.133 0.116 0.643 -2.443 1.929 2.257 -0.3667
C -0.733 -0.372 -0.463 3.766 0.527 -0.875 0.0860
H 1.337 0.119 -0.754 0.251 2.478 2.706 0.3948
H -0.393 1.076 0.868 -0.833 -0.973 1.400 0.2293
H 0.216 -0.632 1.462 -0.044 0.647 -0.146 0.2752
H -1.719 -0.696 -0.455 -2.055 -0.605 0.532 0.4399
O 1.270 0.707 0.198 2.153 -3.267 -3.947 -0.5333
O -0.110 -0.318 -1.499 -0.794 -0.736 -1.928 -0.5251
```
Positions in Å, forces in eV/Å.

Values from the calculation:
- Energy relative to the best compared isomer or geometry (same formula, charge and spin): 2.462 eV
- Energy: -229.01608 hartree
- HOMO-LUMO gap: 11.309 eV
- Strongest force on any atom: 5.6 eV Å⁻¹
- SMILES: O=CCO
- Net charge: 0
- Lowest unoccupied orbital energy: 0.906 eV
- HOMO energy: -10.40 eV

2.
The following is a DFT calculation (ωB97M-V/def2-TZVPD) of an isolated molecule of C4H6ClNOS at a distorted geometry.

XYZ file:
```
14
Properties=species:S:1:pos:R:3:forces:R:3:mulliken_charge:R:1
C -1.718 0.446 -0.992 -1.293 -3.174 -0.398 0.4148
C -0.637 -2.044 -0.062 1.250 0.447 1.869 -0.6336
C 0.710 0.425 -0.232 0.155 -2.047 -0.305 0.4938
C 1.498 0.869 0.970 1.224 0.946 0.115 -1.1452
N -0.509 0.896 -0.526 -0.705 3.632 2.851 -0.2058
O -2.633 1.064 -1.415 0.199 0.726 -0.300 -0.4704
S -2.069 -1.397 -0.544 -1.138 1.298 -0.423 -0.1614
Cl 1.571 -0.083 -1.630 0.560 -0.044 -0.306 -0.1612
H -0.017 -2.334 -0.887 0.797 -0.497 0.420 0.3716
H -0.459 -2.208 1.054 0.003 -0.181 -1.937 0.3028
H 1.987 1.949 0.848 -1.156 -2.180 0.210 0.2703
H 2.319 0.167 1.280 -0.623 0.557 -0.989 0.3347
H 0.865 0.809 1.846 -0.413 0.569 0.177 0.3562
H -0.908 1.441 0.290 1.140 -0.051 -0.985 0.2333
```
Positions in Å, forces in eV/Å.

Values from the calculation:
- Energy relative to the best compared isomer or geometry (same formula, charge and spin): 4.064 eV
- Energy: -1144.25904 hartree
- HOMO-LUMO gap (alpha / beta): 7.841 / 7.043 eV
- Strongest force on any atom: 4.7 eV Å⁻¹
- Net charge: 0
- Lowest unoccupied orbital energy (alpha / beta): -0.249 / -0.632 eV
- HOMO energy (alpha / beta): -8.09 / -7.68 eV

3.
The following is a DFT calculation (ωB97M-V/def2-TZVPD) of an isolated molecule of CH4INS at a distorted geometry.

XYZ file:
```
8
Properties=species:S:1:pos:R:3:forces:R:3:mulliken_charge:R:1
C 0.731 0.063 -0.100 -0.580 -0.832 -0.015 -0.5238
N -0.715 0.115 -0.072 4.337 -4.350 0.130 -0.3723
S 2.092 0.048 -1.837 -1.855 0.426 0.653 -0.2459
I 0.584 -0.219 -3.700 0.349 0.071 0.618 0.0103
H 1.051 -0.943 0.094 -0.039 -0.236 0.444 0.3278
H -1.043 0.994 -0.243 -2.086 1.968 -0.758 0.2177
H 1.234 0.758 0.589 -0.225 0.084 -0.791 0.3174
H -1.129 -0.862 -0.181 0.100 2.868 -0.280 0.2689
```
Positions in Å, forces in eV/Å.

Values from the calculation:
- Energy relative to the best compared isomer or geometry (same formula, charge and spin): 0.739 eV
- Energy: -791.08925 hartree
- HOMO-LUMO gap: 8.031 eV
- Strongest force on any atom: 6.1 eV Å⁻¹
- SMILES: NCSI
- Net charge: 0
- Lowest unoccupied orbital energy: -0.310 eV
- HOMO energy: -8.34 eV

4.
The following is a DFT calculation (ωB97M-V/def2-TZVPD) of C36H47Cl5NO4PSr as an isolated structure at a distorted geometry.

XYZ file:
```
95
Properties=species:S:1:pos:R:3:forces:R:3:mulliken_charge:R:1
Sr -0.086 -0.006 -0.404 -0.470 -0.638 0.957 1.5243
C -0.124 -1.335 3.282 0.193 -0.030 0.040 -0.8619
C 1.197 -0.674 2.921 -0.178 -0.030 0.049 0.3000
O 1.727 -1.126 1.694 -0.149 0.153 -0.160 -0.0348
C 2.295 -2.422 1.701 -0.021 -0.156 -0.128 -0.6757
C 2.222 -2.960 0.280 0.120 0.146 0.171 -0.5936
O 0.922 -2.874 -0.260 -0.267 0.111 -0.064 0.1097
C -0.022 -3.773 0.272 -0.115 0.025 0.061 -0.3474
C -1.342 -3.512 -0.431 0.150 -0.189 0.011 -1.0243
O -1.867 -2.212 -0.198 0.173 0.230 -0.047 0.0875
C -2.785 -2.076 0.866 0.013 0.058 0.211 -0.6929
C -2.126 -2.057 2.240 -0.100 -0.140 -0.130 -0.7143
O -0.993 -1.222 2.176 0.031 0.068 -0.197 0.2997
H -0.540 -0.835 4.166 -0.007 -0.004 0.007 0.4446
H 0.020 -2.394 3.537 -0.049 0.001 -0.026 0.5030
H 1.906 -0.815 3.745 0.026 0.056 -0.006 0.4818
H 1.020 0.390 2.775 0.073 -0.025 0.028 -1.1582
H 1.765 -3.078 2.400 -0.031 0.035 -0.005 0.3711
H 3.344 -2.380 2.016 -0.001 0.021 0.015 0.3938
H 2.597 -3.990 0.257 -0.005 -0.002 -0.028 0.4256
H 2.843 -2.337 -0.363 0.018 -0.061 -0.042 0.0328
H -0.125 -3.650 1.356 0.035 -0.006 -0.025 0.1432
H 0.280 -4.811 0.076 0.004 -0.007 -0.007 0.4204
H -2.073 -4.273 -0.137 -0.023 0.023 -0.008 0.4493
H -1.167 -3.575 -1.504 -0.067 -0.026 0.014 0.3582
H -3.530 -2.879 0.841 -0.037 0.031 -0.023 0.4402
H -3.295 -1.127 0.695 -0.023 -0.053 -0.027 0.0226
H -1.830 -3.073 2.536 0.041 0.033 0.037 0.4572
H -2.848 -1.690 2.979 -0.006 -0.011 0.018 0.3572
C -3.092 3.352 3.374 0.048 -0.093 -0.048 -1.8718
C -2.598 2.143 2.580 0.123 -0.094 -0.172 0.3846
C -3.662 1.717 1.565 0.088 -0.015 0.097 -1.4066
P -0.984 2.293 1.635 0.010 0.486 0.337 1.6718
C 0.144 3.207 2.819 0.000 -0.160 -0.181 0.0146
C 0.259 2.585 4.212 -0.087 0.011 -0.094 -1.6047
C 1.512 3.333 2.141 -0.116 0.068 0.034 -1.6356
C -1.319 3.585 0.406 0.016 -0.014 -0.021 0.4667
C -1.631 4.889 0.816 0.002 -0.026 -0.116 -0.6447
C -1.902 5.918 -0.063 -0.024 0.147 0.054 0.0517
C -2.234 7.310 0.413 -0.008 -0.143 -0.078 -1.7833
C -1.859 5.610 -1.426 -0.016 -0.026 0.131 -1.1344
C -1.555 4.348 -1.869 0.021 -0.088 -0.090 -0.4963
C -1.259 3.269 -0.983 -0.126 0.355 -0.069 -1.8293
N -0.945 2.033 -1.440 -0.026 -0.041 0.226 2.9007
C -0.880 1.876 -2.847 -0.021 0.113 -0.146 0.4250
C -2.009 1.431 -3.552 -0.040 0.077 0.048 0.4893
C -3.295 1.196 -2.805 0.147 0.040 -0.068 -1.3377
C -1.942 1.260 -4.927 0.016 -0.035 0.003 -1.0230
C -0.770 1.501 -5.634 0.003 -0.002 -0.033 0.6247
C -0.703 1.268 -7.120 0.005 -0.027 0.093 -1.6019
C 0.337 1.953 -4.928 -0.008 0.024 -0.008 -0.8162
C 0.297 2.163 -3.554 -0.044 0.029 0.027 1.0505
C 1.485 2.762 -2.854 -0.088 -0.069 -0.055 -1.7837
H -3.931 3.047 4.006 -0.017 0.040 0.008 0.5040
H -3.451 4.129 2.700 0.012 0.025 0.023 0.3567
H -2.324 3.777 4.021 -0.025 0.021 -0.005 0.3773
H -2.425 1.316 3.280 0.007 -0.030 -0.031 0.3885
H -3.889 2.552 0.900 -0.012 -0.026 -0.035 0.3515
H -4.584 1.410 2.064 -0.005 -0.003 -0.009 0.5251
H -3.306 0.894 0.941 -0.062 0.032 -0.024 -0.0637
H -0.264 4.211 2.936 -0.018 0.017 0.021 0.7356
H 0.883 1.691 4.210 -0.010 0.031 0.043 0.3196
H -0.715 2.319 4.627 0.036 0.005 0.044 0.2953
H 0.727 3.301 4.891 0.017 -0.035 0.033 0.4492
H 1.953 2.350 1.951 0.020 0.001 0.016 0.1196
H 2.205 3.897 2.770 0.014 0.002 -0.018 0.4757
H 1.416 3.850 1.184 0.050 -0.011 0.006 0.3149
H -1.667 5.118 1.874 0.036 0.007 0.015 0.1547
H -1.976 7.436 1.465 -0.007 0.027 0.004 0.3633
H -3.300 7.527 0.300 0.013 0.035 0.018 0.3053
H -1.685 8.056 -0.164 -0.012 0.046 0.045 0.3902
H -2.072 6.392 -2.149 0.021 -0.028 -0.037 0.3921
H -1.531 4.152 -2.934 0.001 0.030 0.013 0.4999
H -3.150 0.471 -2.000 -0.061 -0.018 0.003 0.0110
H -4.073 0.832 -3.475 -0.008 -0.015 0.013 0.4551
H -3.631 2.127 -2.344 -0.053 -0.047 0.059 0.2651
H -2.823 0.918 -5.462 -0.008 0.005 0.012 0.3537
H -1.651 1.519 -7.598 0.017 0.002 -0.025 0.4038
H -0.491 0.218 -7.333 0.011 -0.023 -0.036 0.2179
H 0.086 1.867 -7.575 -0.014 -0.005 -0.024 0.3987
H 1.256 2.171 -5.465 0.000 -0.013 0.006 0.3812
H 2.412 2.504 -3.368 0.018 0.002 0.029 0.5125
H 1.542 2.425 -1.819 0.063 0.027 -0.007 -0.0452
H 1.397 3.852 -2.835 0.015 0.005 0.043 0.4352
Cl 3.460 0.338 -1.034 0.232 0.239 0.427 -0.1419
C 2.709 -0.460 -2.391 -0.413 -0.269 -0.476 -0.1967
C 1.341 -0.661 -2.329 0.763 -0.311 -0.835 -1.1553
C 0.802 -1.324 -3.419 0.732 0.143 0.000 0.7516
Cl -0.898 -1.670 -3.385 -0.519 -0.137 0.049 -0.2091
C 1.541 -1.733 -4.527 -0.103 0.019 0.050 -0.0330
Cl 0.792 -2.536 -5.858 -0.029 0.000 -0.040 -0.1861
C 2.913 -1.492 -4.546 -0.038 0.014 0.066 0.2959
Cl 3.863 -1.986 -5.895 0.017 -0.001 -0.010 -0.2146
C 3.511 -0.860 -3.457 0.122 0.027 -0.005 0.0269
Cl 5.220 -0.607 -3.445 -0.006 0.037 0.002 -0.2109
```
Positions in Å, forces in eV/Å.

Values from the calculation:
- Energy relative to the best compared isomer or geometry (same formula, charge and spin): 0.444 eV
- Energy: -4428.76798 hartree
- HOMO-LUMO gap: 6.309 eV
- Strongest force on any atom: 1.2 eV Å⁻¹
- Net charge: 0
- Lowest unoccupied orbital energy: -0.035 eV
- HOMO energy: -6.34 eV

5.
The following is a DFT calculation (ωB97M-V/def2-TZVPD) of C4H4N5O as an isolated structure at a distorted geometry.

XYZ file:
```
14
Properties=species:S:1:pos:R:3:forces:R:3:mulliken_charge:R:1
C -1.464 -0.131 0.234 1.345 0.111 -0.015 0.2910
C 0.883 1.267 0.339 -0.560 1.921 1.318 0.4413
C 2.118 0.548 -0.150 -0.935 -1.656 -0.866 -0.5007
C 1.083 -0.628 -0.368 1.374 -3.023 1.339 -0.4743
N -2.393 0.415 -0.591 1.926 -0.341 0.182 -0.2838
N -1.971 -1.140 0.941 0.266 -0.032 0.302 -0.3321
N -3.444 -0.327 -0.383 -2.112 -0.051 0.251 -0.3687
N -3.277 -1.242 0.556 2.329 1.119 -0.760 -0.3712
N 0.054 0.186 0.224 -2.663 -0.313 0.294 0.2791
O 0.727 2.418 0.699 -0.136 -0.645 -0.203 -0.6715
H 2.585 0.996 -1.010 -0.038 0.151 -0.436 0.2528
H 2.890 0.213 0.534 -0.091 0.459 0.450 0.2442
H 0.719 -0.978 -1.342 0.812 0.023 -0.035 0.3254
H 1.490 -1.597 0.318 -1.518 2.275 -1.821 0.1685
```
Positions in Å, forces in eV/Å.

Values from the calculation:
- Energy relative to the best compared isomer or geometry (same formula, charge and spin): 0.000 eV
- Energy: -503.83608 hartree
- HOMO-LUMO gap: 8.699 eV
- Strongest force on any atom: 3.6 eV Å⁻¹
- Net charge: -1
- Lowest unoccupied orbital energy: 3.590 eV
- HOMO energy: -5.11 eV

6.
The following is a DFT calculation (ωB97M-V/def2-TZVPD) of a 2-piece molecular cluster, C4H13N2O2 overall at a distorted geometry.

XYZ file:
```
21
Properties=species:S:1:pos:R:3:forces:R:3:mulliken_charge:R:1
N -0.765 -1.392 2.209 2.212 -2.719 -2.416 -0.6446
C -0.576 -0.845 0.849 0.089 -0.981 1.153 0.6317
C -0.843 0.624 0.813 0.302 1.541 -1.455 -1.1665
C -0.545 1.289 -0.586 -1.331 0.341 -0.242 -0.5210
O 0.724 1.228 -1.015 1.664 0.769 0.250 -0.8725
C 0.888 -1.108 0.500 -1.500 2.031 -3.444 -0.7851
N 0.987 -2.333 -0.351 0.310 0.627 2.573 -0.6267
H -0.805 -2.418 2.269 -0.156 1.055 -0.034 0.1918
H -1.305 -0.913 2.803 -2.735 1.869 2.444 0.1347
H -1.265 -1.337 0.130 0.407 0.033 0.094 0.1920
H -1.851 0.950 1.074 -0.124 -0.319 0.371 0.3732
H -0.101 1.119 1.411 0.176 0.315 0.976 0.3571
H -1.092 0.799 -1.365 -1.602 -0.982 -0.488 0.2814
H -0.991 2.338 -0.675 0.434 -0.644 0.863 0.3321
H 1.163 -0.069 -0.010 0.368 -2.492 0.422 0.1964
H 1.493 -1.270 1.328 0.730 -0.312 1.823 0.5960
H 0.397 -2.284 -1.151 0.577 0.188 -0.974 0.2037
H 1.986 -2.437 -0.387 -0.023 -0.619 -1.518 0.2218
H 1.174 2.749 -3.308 1.045 -0.449 -1.387 0.2248
H 0.719 2.253 -1.897 -0.009 0.404 -0.374 0.4831
O 0.606 3.057 -2.639 -0.835 0.345 1.365 -0.8032
```
Positions in Å, forces in eV/Å.

Values from the calculation:
- Energy relative to the best compared isomer or geometry (same formula, charge and spin): 1.759 eV
- Energy: -420.15418 hartree
- HOMO-LUMO gap: 7.551 eV
- Strongest force on any atom: 4.3 eV Å⁻¹
- Net charge: -1
- Lowest unoccupied orbital energy: 4.125 eV
- HOMO energy: -3.43 eV